A structure of composition C29H49N4P2Zr at a distorted geometry. Source: OMol25; level of theory: ωB97M-V/def2-TZVPD.

XYZ file:
```
85
Properties=species:S:1:pos:R:3:forces:R:3
Zr -0.237995 -0.163902 0.553307 0.9 0.5 0.0
C 1.539991 -3.663200 -0.721051 0.0 -0.1 -0.1
C 1.482519 -2.904630 0.603425 0.0 -0.3 0.5
C 2.039679 -3.715045 1.781279 0.1 0.0 -0.1
P 2.145093 -1.210169 0.424540 -0.5 0.0 -0.1
C 3.777807 -1.077095 -0.365967 0.2 0.1 -0.1
C 4.785063 -2.034792 0.285029 0.1 0.0 -0.1
C 3.711586 -1.249870 -1.888838 0.0 0.0 0.0
C 2.171797 -0.401976 2.060108 0.3 0.1 0.1
C 3.333927 0.286812 2.480440 -0.1 -0.1 -0.1
C 3.392142 0.900648 3.706597 -0.1 0.0 0.1
C 2.270854 0.903017 4.547111 0.1 0.0 0.0
C 1.099150 0.311490 4.142718 0.1 0.0 -0.1
C 1.037221 -0.346380 2.902420 -0.5 -0.2 -0.1
N -0.195181 -0.860541 2.404542 -0.3 -0.1 0.2
C -1.197933 -1.541039 3.179898 0.5 0.2 -0.3
C -0.929989 -2.070427 4.432572 -0.1 0.0 0.1
C -1.938462 -2.734862 5.120188 0.0 0.0 0.0
C -3.200351 -2.890460 4.560963 0.0 0.0 0.0
C -3.447492 -2.399836 3.288757 0.0 0.0 0.0
C -2.453722 -1.719545 2.581843 -0.3 -0.3 0.2
P -2.640999 -1.317003 0.838418 0.2 0.1 0.0
C -4.100947 -0.257595 0.440645 -0.2 -0.1 0.0
C -4.824366 0.295662 1.668517 0.0 0.0 0.0
C -3.724223 0.859315 -0.534324 0.2 0.0 -0.1
C -2.850505 -2.870589 -0.127674 -0.2 0.0 0.0
C -2.372636 -2.608084 -1.555683 0.2 0.0 -0.1
C -2.173621 -4.089974 0.488720 0.1 0.0 0.0
H 0.831613 -4.492086 -0.698186 0.0 0.0 0.0
H 2.531494 -4.088846 -0.872183 0.0 0.0 0.0
H 1.303335 -3.052428 -1.595833 0.0 0.0 0.0
H 0.422268 -2.722857 0.867011 0.0 0.0 -0.2
H 3.049468 -4.063883 1.565575 0.0 0.0 0.0
H 1.415602 -4.594070 1.946437 0.0 0.0 0.0
H 2.064589 -3.143127 2.708657 0.0 0.0 0.0
H 4.060871 -0.035650 -0.175688 0.0 -0.1 0.1
H 4.629536 -3.050455 -0.079228 0.0 0.0 0.0
H 4.743145 -2.048198 1.373371 0.0 0.0 0.0
H 5.792377 -1.735867 -0.006255 0.0 0.0 0.0
H 3.555418 -2.289086 -2.168143 0.0 0.0 0.0
H 4.666954 -0.938080 -2.309470 0.0 0.0 0.0
H 2.933749 -0.639831 -2.349476 0.0 0.0 0.0
H 4.218789 0.284108 1.861237 0.0 0.0 0.0
H 4.313210 1.364611 4.031224 0.0 0.0 0.0
H 2.326780 1.381096 5.516106 0.0 0.0 0.0
H 0.226847 0.333800 4.781528 0.0 0.0 0.0
H 0.050323 -1.976395 4.877981 0.0 0.0 0.0
H -1.731142 -3.139544 6.101560 0.0 0.0 0.0
H -3.978794 -3.410355 5.101046 0.0 0.0 0.0
H -4.418559 -2.567335 2.838345 0.0 0.0 0.0
H -4.766145 -0.951010 -0.084296 -0.1 0.1 0.0
H -4.151632 0.856094 2.320593 0.0 0.0 0.0
H -5.295985 -0.475266 2.272859 0.0 0.0 0.0
H -5.606676 0.977031 1.333958 0.0 0.0 0.0
H -3.151495 1.647608 -0.037276 0.0 0.0 0.0
H -4.625478 1.320825 -0.936839 0.0 0.0 0.0
H -3.143545 0.502542 -1.392498 0.0 0.0 0.0
H -3.934033 -3.029855 -0.145147 0.0 -0.1 0.0
H -1.296369 -2.363834 -1.580179 0.0 0.0 0.1
H -2.916142 -1.806138 -2.057423 0.0 0.0 0.0
H -2.480003 -3.508368 -2.161626 -0.1 0.0 0.0
H -1.096764 -3.949284 0.607976 0.0 0.0 0.0
H -2.314802 -4.941786 -0.176853 0.0 0.0 0.0
H -2.581405 -4.349886 1.462512 0.0 0.0 0.0
C -1.608769 2.202880 2.596660 -0.1 -0.2 0.0
N -0.725136 3.207124 2.035713 0.0 0.1 0.1
C -0.356573 4.269004 2.989378 0.0 -0.1 -0.2
C -0.190064 3.126659 0.816881 0.2 -0.3 -0.3
N -0.083178 1.900607 0.191806 -0.2 0.2 0.2
N 0.257280 4.210808 0.186545 -0.1 0.1 0.1
C -0.366928 5.538174 0.351394 0.0 -0.2 0.0
C 1.219225 4.117653 -0.916071 -0.1 0.0 0.1
H -2.543686 2.662722 2.922609 0.1 0.1 0.0
H -1.142965 1.704953 3.448483 0.0 0.1 0.0
H -1.878992 1.443240 1.859520 -0.1 0.1 0.0
H -0.231035 3.798011 3.962628 0.0 0.0 0.0
H -1.127573 5.033638 3.059480 0.0 0.0 0.0
H 0.589215 4.712099 2.694746 0.0 0.0 0.0
H 0.117777 2.062185 -0.794974 0.0 0.0 0.0
H -1.344700 5.431782 0.810583 0.0 0.0 0.0
H -0.498180 5.954820 -0.645345 0.0 0.0 0.0
H 0.257062 6.207722 0.939645 0.0 0.0 0.0
H 1.932818 3.316909 -0.732962 0.0 0.0 0.0
H 1.771465 5.053331 -0.957604 0.0 0.0 0.0
H 0.710828 3.978554 -1.873587 0.0 0.0 0.0
```
Forces are in eV/Å.

Output
LUMO level in eV: -9.61
Charge: +3
Orbital gap in eV: 7.01
HOMO level in eV: -16.6
ΔE to the lowest compared entry with this formula, charge and spin in eV: 0.000

The molecule C21H26N2S2. Source: OMol25; level of theory: ωB97M-V/def2-TZVPD.

XYZ file:
```
51
Properties=species:S:1:pos:R:3:forces:R:3
C 6.357193 3.036994 0.150218 -0.6 -0.2 0.1
H 6.436466 3.040215 -0.932975 0.1 0.0 -0.1
H 6.676684 3.996168 0.545830 0.0 0.0 0.0
H 6.950916 2.240287 0.588679 0.1 0.0 0.0
S 4.621126 2.858185 0.646058 0.1 0.1 0.0
C 4.160362 1.269083 0.023250 0.2 0.2 0.0
C 2.863259 0.862007 0.321948 0.0 0.0 0.0
C 2.363808 -0.352365 -0.134205 0.5 0.2 0.0
C 3.230862 -1.179374 -0.858181 0.0 -0.4 -0.1
C 4.527022 -0.785537 -1.130172 -0.2 0.0 0.1
C 4.999250 0.446201 -0.710492 0.0 0.1 0.0
H 6.006257 0.736152 -0.958354 0.1 0.1 0.0
H 5.164797 -1.444148 -1.699395 0.1 -0.1 0.0
S 2.659833 -2.735240 -1.480339 -0.3 0.2 0.1
C 1.505795 -3.115979 -0.189579 0.3 0.1 -0.2
C 1.281580 -4.444244 0.126710 -0.1 0.1 0.1
C 0.343287 -4.781691 1.086078 0.0 -0.1 0.0
C -0.347288 -3.777078 1.739509 0.0 -0.1 0.0
C -0.107770 -2.448082 1.438642 0.1 0.1 0.0
C 0.815985 -2.087216 0.457355 -0.1 -0.5 0.2
N 1.055865 -0.752353 0.127327 0.0 0.0 -0.3
C 0.026760 0.242229 0.351792 -0.4 0.0 -0.1
H -0.201490 0.356604 1.420262 0.0 0.1 0.0
H 0.412925 1.191216 -0.017375 0.0 -0.1 0.1
C -1.242661 -0.121668 -0.427940 -0.2 0.1 0.3
H -1.073305 0.045263 -1.492734 0.0 0.0 -0.1
H -1.433505 -1.183454 -0.279725 0.0 0.0 -0.1
C -2.473875 0.680134 0.012897 0.4 0.1 -0.3
N -3.637166 0.342438 -0.806350 0.0 0.0 0.1
C -3.915147 -1.078409 -0.868655 0.1 0.0 -0.1
H -4.865757 -1.224887 -1.379083 0.0 0.0 0.0
H -3.983099 -1.546162 0.126790 0.0 0.0 0.0
H -3.148167 -1.587143 -1.447976 0.0 -0.1 0.0
C -4.812253 1.068392 -0.351465 -0.1 0.2 -0.2
C -4.617899 2.570675 -0.506196 0.0 -0.1 0.3
C -3.415585 3.006271 0.316657 0.1 0.0 -0.3
C -2.205694 2.184797 -0.110447 -0.2 -0.1 0.4
H -1.968517 2.405354 -1.152362 0.1 0.0 -0.1
H -1.349553 2.457267 0.506659 0.1 0.0 0.0
H -3.215615 4.070005 0.176185 0.0 0.0 0.1
H -3.617374 2.838406 1.377864 0.0 0.0 0.1
H -4.441997 2.797158 -1.558572 -0.1 0.0 -0.1
H -5.520926 3.092354 -0.184727 0.0 0.0 0.0
H -5.661796 0.747804 -0.959543 0.0 0.0 0.1
H -5.044187 0.835558 0.705617 0.0 0.0 0.0
H -2.677379 0.443685 1.079943 0.0 0.0 0.0
H -0.648249 -1.684582 1.974443 -0.1 0.1 0.0
H -1.078183 -4.023946 2.495046 -0.1 0.0 0.1
H 0.156015 -5.818419 1.318151 0.0 -0.1 0.0
H 1.833248 -5.206192 -0.402174 0.1 -0.1 0.0
H 2.255162 1.517263 0.925101 -0.2 0.0 0.1
```
Forces are in eV/Å.

Output
LUMO level in eV: 0.78
Orbital gap in eV: 8.06
HOMO level in eV: -7.3
ΔE to the lowest compared entry with this formula, charge and spin in eV: 0.000

The molecule C3H3NO3 at a distorted geometry. Source: OMol25; level of theory: ωB97M-V/def2-TZVPD.

XYZ file:
```
10
Properties=species:S:1:pos:R:3:forces:R:3
C -1.532571 1.397506 0.505896 0.0 -0.8 -0.2
C -1.164169 0.299800 0.199401 -0.2 0.5 0.3
C -0.601209 -0.968608 -0.172726 2.3 0.7 -0.4
N 1.749105 0.036028 -0.126045 -0.2 -0.1 -0.1
O 2.826481 -0.100662 0.353310 0.9 0.0 0.4
O 1.336216 0.918248 -0.805065 -0.5 0.8 -0.8
O 0.930920 -1.001695 0.163751 -2.3 -1.6 0.4
H -1.896219 2.356020 0.731997 -0.2 0.5 0.2
H -0.670330 -1.128571 -1.251015 0.0 -0.1 0.2
H -0.978227 -1.808064 0.400494 0.2 0.0 0.0
```
Forces are in eV/Å.

Output
LUMO level in eV: 0.77
Orbital gap in eV: 11.55
HOMO level in eV: -10.8
ΔE to the lowest compared entry with this formula, charge and spin in eV: 7.055

A cluster of 9 separate species, C4H25NO9S in total at a distorted geometry. Source: OMol25; level of theory: ωB97M-V/def2-TZVPD.

XYZ file:
```
40
Properties=species:S:1:pos:R:3:forces:R:3
O 0.475454 -0.696298 -3.052139 0.0 0.0 0.1
C 0.195851 -1.546666 -2.217672 -0.3 0.3 -0.4
N 0.757720 -1.615472 -0.998360 0.2 0.4 -0.1
C 1.739800 -0.586991 -0.596515 -0.5 -0.6 -0.2
C 0.988646 0.675536 -0.182887 0.8 0.2 0.0
S 2.126542 2.034428 0.256696 -0.2 0.1 0.2
C 2.612846 -1.147085 0.509836 0.0 -0.6 0.2
H -0.601379 -2.272731 -2.436062 0.2 -0.3 0.3
H 0.401774 -2.242764 -0.294400 0.0 0.0 0.1
H 2.337117 -0.422983 -1.497577 0.0 0.2 0.1
H 0.374310 1.104286 -0.970890 -0.1 -0.3 -0.3
H 0.371311 0.432267 0.666885 -0.2 0.2 0.1
H 2.105037 1.846655 1.584982 0.1 -0.1 0.0
H 2.824614 -2.201275 0.288209 0.5 0.4 -0.2
H 2.157250 -1.188958 1.497820 -0.4 0.3 -0.1
H 3.503223 -0.536834 0.626724 0.2 -0.2 -0.1
H -0.907349 4.011919 1.122470 -0.3 -0.6 -0.8
H -2.176191 3.186915 0.401180 0.9 0.4 -0.3
O -1.837529 3.753220 1.109639 -0.5 0.2 1.1
H -2.138098 0.606930 0.969113 0.3 -0.4 0.1
H -1.594948 1.616576 1.938613 0.2 -0.1 0.3
O -1.542577 0.666064 1.739323 -0.6 0.5 -0.2
H -3.086886 3.422094 -1.773872 -0.1 0.0 0.0
H -4.254807 2.820623 -0.967077 0.1 0.2 0.0
O -3.298359 2.782276 -1.085235 -0.2 -0.3 -0.2
H -2.696217 -1.811533 -0.634001 -0.2 -0.3 -0.4
H -2.955310 -3.273690 -1.227101 -0.2 0.3 -0.1
O -2.482471 -2.759943 -0.570898 0.3 -0.2 0.3
H 0.761404 -0.952053 3.612025 0.0 0.0 0.0
H 0.140911 -0.016740 2.576367 0.0 0.1 0.5
O 0.793156 -0.043716 3.296892 0.0 0.0 -0.3
H 4.377287 0.585208 -1.882545 0.0 0.1 0.0
H 5.267596 -0.166967 -0.893075 0.0 0.3 -0.4
O 5.298148 0.458592 -1.636381 0.1 -0.4 0.4
H -1.076150 -3.015694 0.828071 -0.4 0.3 0.3
H -1.095088 -1.670922 1.590518 -0.2 0.0 0.0
O -0.644934 -2.520150 1.541686 0.5 -0.2 0.0
H -1.612480 0.068472 -1.127129 -0.2 0.2 -0.2
H -3.088261 0.597050 -1.315817 0.3 0.3 -0.2
O -2.520948 0.020358 -0.797408 0.0 -0.6 0.3
```
Forces are in eV/Å.

Output
LUMO level in eV: -0.35
Orbital gap in eV: 8.77
HOMO level in eV: -9.1
ΔE to the lowest compared entry with this formula, charge and spin in eV: 0.697